Entry from the Open Molecules 2025 dataset: an isolated ion of composition C4H7N2O2 and charge +1 at a distorted geometry (the ωB97M-V functional and the def2-TZVPD basis).

Molecular weight: 115.1 g/mol
2S+1: 3
LUMO energy (alpha / beta): -0.1367 / -0.3104 Ha
ΔE to the lowest compared entry with this formula, charge and spin: 346.1 kJ/mol
Total charge: +1
Orbital gap (alpha / beta): 6.30 / 7.63 eV

XYZ file:
```
15
C4H7N2O2, DFT the ωB97M-V functional and the def2-TZVPD basis
C -1.641 -1.422 -0.153
C 0.711 0.165 0.032
C -1.573 0.030 -0.701
C 1.834 1.044 0.522
N -0.238 0.719 -0.684
N 0.732 -1.047 0.401
O -2.602 -2.090 -0.015
O -0.248 -2.026 0.274
H -2.020 0.081 -1.650
H -2.322 0.476 -0.098
H 2.218 1.759 -0.204
H 2.658 0.426 0.803
H 1.298 1.543 1.376
H -0.262 1.758 -0.844
H 1.454 -1.415 0.941
```

Results of the Löwdin charge analysis, in e, for atoms 1 through 4: atom 1 (C): -0.23, atom 2 (C): -0.44, atom 3 (C): 0.02, atom 4 (C): 0.02

Entry from the Open Molecules 2025 dataset: one molecule with the formula CH4N2O2S at a distorted geometry (the ωB97M-V functional and the def2-TZVPD basis).

Molecular weight: 108.1 g/mol
2S+1: 3
LUMO energy (alpha / beta): 0.0258 / -0.0299 Ha
ΔE to the lowest compared entry with this formula, charge and spin: 59.0 kJ/mol
Orbital gap (alpha / beta): 8.45 / 8.98 eV

XYZ file:
```
10
CH4N2O2S, DFT the ωB97M-V functional and the def2-TZVPD basis
C 0.274 -0.444 1.073
N 0.251 0.695 0.271
N 0.076 -1.580 0.250
O -0.974 -1.664 -0.512
O -0.437 1.900 -1.801
S -0.969 1.434 -0.368
H 1.303 -0.446 1.451
H -0.456 -0.451 1.880
H 0.782 -2.005 -0.386
H 0.151 2.562 -1.858
```

Results of the Löwdin charge analysis, in e, for atoms 1 through 4: atom 1 (C): -0.35, atom 2 (N): -0.36, atom 3 (N): -0.14, atom 4 (O): -0.09

Entry from the Open Molecules 2025 dataset: C27H26FeN3OP as an isolated structure at a distorted geometry (the ωB97M-V functional and the def2-TZVPD basis).

Molecular weight: 495.3 g/mol
2S+1: 5
LUMO energy (alpha / beta): 0.0102 / 0.0029 Ha
ΔE to the lowest compared entry with this formula, charge and spin: 0.0 kJ/mol
Orbital gap (alpha / beta): 6.89 / 7.73 eV

XYZ file:
```
59
C27H26FeN3OP, DFT the ωB97M-V functional and the def2-TZVPD basis
Fe 7.621 12.568 8.182
C 10.831 12.709 6.298
C 11.336 11.432 6.873
C 12.394 10.756 6.225
C 12.928 9.524 6.691
C 12.480 9.029 7.898
C 11.604 9.769 8.685
C 10.937 10.841 8.079
P 9.404 11.365 8.959
C 10.006 11.792 10.621
C 11.344 12.209 10.653
C 12.003 12.127 11.839
C 11.458 11.522 12.966
C 10.127 11.244 13.005
C 9.329 11.459 11.831
C 7.829 11.193 12.099
C 8.602 9.792 9.155
C 8.982 8.780 10.031
C 8.422 7.525 9.939
C 7.335 7.250 9.051
C 6.856 8.284 8.270
C 7.422 9.606 8.307
C 7.052 10.709 7.425
H 11.150 13.616 6.860
H 9.716 12.728 6.295
H 11.256 12.902 5.269
H 12.794 11.167 5.286
H 13.684 9.053 6.028
H 12.855 8.071 8.242
H 11.291 9.391 9.647
H 11.801 12.568 9.744
H 13.029 12.480 11.845
H 12.046 11.463 13.860
H 9.625 10.869 13.925
H 7.408 11.950 12.819
H 7.652 10.207 12.565
H 7.253 11.322 11.221
H 9.751 8.888 10.830
H 8.863 6.722 10.516
H 6.866 6.262 8.988
H 6.035 8.159 7.570
H 6.018 11.092 7.601
H 7.372 10.719 6.385
O 6.446 14.766 11.566
C 6.604 14.022 10.674
N 6.850 13.276 9.777
N 5.685 13.890 6.011
C 6.695 14.738 6.340
C 6.800 16.018 5.687
C 7.629 16.974 6.255
C 8.413 16.650 7.393
C 8.495 15.329 7.769
N 7.631 14.336 7.224
H 4.992 14.143 5.347
H 5.603 12.981 6.452
H 6.089 16.195 4.875
H 7.578 17.998 5.801
H 9.046 17.392 7.956
H 9.158 14.949 8.566
```

Results of the Löwdin charge analysis, in e, for atoms 1 through 4: atom 1 (Fe): 0.47, atom 2 (C): -0.07, atom 3 (C): -0.28, atom 4 (C): -0.04

Entry from the Open Molecules 2025 dataset: C20H30AsHoN9S6 as an isolated structure at a distorted geometry (the ωB97M-V functional and the def2-TZVPD basis).

Molecular weight: 828.8 g/mol
2S+1: 5
LUMO energy (alpha / beta): 0.0443 / 0.0454 Ha
Total charge: -1
Orbital gap (alpha / beta): 4.82 / 4.85 eV

XYZ file:
```
67
C20H30AsHoN9S6, DFT the ωB97M-V functional and the def2-TZVPD basis
Ho 1.192 -0.662 1.238
S 3.101 -4.032 1.162
As 3.637 -2.253 2.225
S 1.967 -1.682 3.551
S 3.809 -0.586 0.778
S 5.456 -2.486 3.268
S -0.559 1.096 0.099
C -2.012 0.148 0.250
N -3.204 0.602 -0.236
N -3.140 1.757 -0.838
C -4.254 2.347 -1.410
C -5.505 1.727 -1.386
C -6.593 2.360 -1.963
C -6.458 3.604 -2.570
C -5.209 4.213 -2.597
C -4.113 3.594 -2.022
N -2.146 -1.055 0.823
N -1.089 -1.673 1.256
C -1.412 -2.894 1.867
C -0.387 -3.822 2.061
C -0.656 -5.036 2.665
C -1.943 -5.339 3.093
C -2.966 -4.411 2.915
C -2.711 -3.196 2.306
H -2.221 2.193 -0.918
H -5.596 0.757 -0.915
H -7.562 1.876 -1.941
H -7.314 4.094 -3.017
H -5.084 5.180 -3.069
H -3.137 4.070 -2.043
H 0.629 -3.612 1.740
H 0.155 -5.740 2.808
H -2.151 -6.291 3.568
H -3.969 -4.641 3.260
H -3.493 -2.464 2.159
N 2.234 1.670 2.167
C 1.420 2.511 3.049
C 0.679 1.610 4.017
N -0.171 0.696 3.251
H 2.993 1.242 2.683
H 2.667 2.202 1.426
H 0.700 3.060 2.438
H 2.013 3.240 3.611
H 0.117 2.219 4.732
H 1.399 1.008 4.572
H -0.900 1.217 2.782
H -0.614 0.018 3.859
C 1.383 -4.217 -2.204
C 1.214 -3.041 -1.371
N 1.081 -2.164 -0.658
H 1.591 -5.068 -1.556
H 2.227 -4.064 -2.874
H 0.479 -4.396 -2.783
C 3.756 3.775 -3.717
N 2.854 2.833 -3.087
C 3.088 1.494 -2.967
S 1.834 0.444 -2.605
N 4.361 1.108 -3.135
C 4.813 -0.272 -2.997
H 3.325 4.770 -3.639
H 3.928 3.550 -4.775
H 4.723 3.804 -3.210
H 1.874 3.050 -3.077
H 5.064 1.820 -3.222
H 4.348 -0.747 -2.137
H 5.891 -0.269 -2.848
H 4.568 -0.846 -3.893
```

Results of the Löwdin charge analysis, in e, for atoms 1 through 4: atom 1 (Ho): 0.70, atom 2 (S): -0.11, atom 3 (As): -0.57, atom 4 (S): -0.03

Entry from the Open Molecules 2025 dataset: C14H22N6OS2V as an isolated structure at a distorted geometry (the ωB97M-V functional and the def2-TZVPD basis).

Molecular weight: 405.4 g/mol
2S+1: 4
LUMO energy (alpha / beta): -0.2040 / -0.1935 Ha
ΔE to the lowest compared entry with this formula, charge and spin: 41.4 kJ/mol
Total charge: +2
Orbital gap (alpha / beta): 8.14 / 9.71 eV

XYZ file:
```
46
C14H22N6OS2V, DFT the ωB97M-V functional and the def2-TZVPD basis
V -0.709 1.016 0.583
C 1.814 -0.507 5.511
C 2.153 -0.427 4.075
N 3.327 -0.563 3.558
N 3.151 -0.432 2.220
C 1.889 -0.201 1.875
S 1.277 -0.036 0.293
N 1.230 -0.200 3.057
N -0.126 0.067 3.160
H 2.738 -0.563 6.080
H 1.220 -1.397 5.723
H 1.254 0.368 5.846
H 3.943 -0.508 1.600
H -0.653 -0.798 3.213
H -0.297 0.612 3.996
C 0.327 5.681 -2.143
C 0.646 4.609 -1.108
S -0.864 4.085 -0.249
O -0.435 2.858 0.592
C -1.837 3.416 -1.643
C -1.137 2.400 -2.529
H 1.253 6.147 -2.476
H -0.301 6.468 -1.723
H -0.162 5.269 -3.024
H 1.285 5.006 -0.318
H 1.125 3.727 -1.530
H -2.130 4.305 -2.202
H -2.735 3.010 -1.171
H -0.280 2.825 -3.049
H -1.839 2.055 -3.287
H -0.802 1.524 -1.966
N -4.254 -0.843 -0.291
C -2.918 -0.887 -0.334
N -2.368 0.011 0.467
C -3.434 0.691 1.074
C -3.430 1.729 2.007
C -4.658 2.217 2.408
C -5.855 1.689 1.903
C -5.869 0.656 0.989
C -4.633 0.162 0.586
H -4.879 -1.452 -0.798
H -2.366 -1.588 -0.941
H -2.506 2.131 2.408
H -4.705 3.020 3.130
H -6.794 2.100 2.249
H -6.797 0.254 0.605
```

Results of the Löwdin charge analysis, in e, for atoms 1 through 4: atom 1 (V): 0.56, atom 2 (C): 0.02, atom 3 (C): -0.29, atom 4 (N): 0.16

Entry from the Open Molecules 2025 dataset: a 2-piece molecular cluster, C4H5ClOS overall at a distorted geometry (the ωB97M-V functional and the def2-TZVPD basis).

Molecular weight: 136.6 g/mol
2S+1: 3
LUMO energy (alpha / beta): 0.0206 / -0.0712 Ha
ΔE to the lowest compared entry with this formula, charge and spin: 0.0 kJ/mol
Orbital gap (alpha / beta): 5.61 / 7.38 eV

XYZ file:
```
12
C4H5ClOS, DFT the ωB97M-V functional and the def2-TZVPD basis
C -1.425 1.366 -0.421
C -0.472 1.860 0.450
C -1.053 0.093 -0.947
C 0.157 -0.299 -0.381
O 0.829 -1.488 -0.701
S 0.884 0.851 0.763
Cl 4.635 1.180 0.035
H -2.348 1.902 -0.711
H -0.383 2.862 0.712
H 4.041 0.113 -0.168
H -1.564 -0.423 -1.754
H 0.133 -2.199 -0.512
```

Results of the Löwdin charge analysis, in e, for atoms 1 through 4: atom 1 (C): -0.17, atom 2 (C): -0.42, atom 3 (C): -0.10, atom 4 (C): -0.59